Density functional theory data (the ωB97M-V functional and the def2-TZVPD basis) for 10 unconnected molecules or ions with the total composition C6H33NO9S in a non-equilibrium geometry.

## Properties
**Net charge**: -1
**E_HOMO (alpha / beta)**: 0.47 / -6.31 eV
**Frontier orbital gap (alpha / beta)**: 1.97 / 8.65 eV
**2S+1**: 2

Cartesian coordinates (Å):
C: -0.473 1.016 -1.948
C: -1.296 1.462 -3.125
S: -3.000 1.892 -2.678
C: 1.025 1.080 -2.301
N: 1.681 0.409 -1.113
C: 2.363 1.381 -0.260
C: 2.994 0.765 1.093
C: 2.602 -0.662 -1.537
H: -0.769 0.029 -1.674
H: -0.495 1.464 -0.937
H: -0.838 2.434 -3.372
H: -1.303 0.712 -3.973
H: -3.462 0.636 -2.582
H: 1.399 0.536 -3.329
H: 1.288 2.188 -2.471
H: 3.186 1.976 -0.672
H: 1.597 2.066 0.041
H: 2.591 1.335 2.023
H: 2.813 -0.294 1.120
H: 3.981 0.872 1.135
H: 2.023 -1.463 -2.150
H: 3.356 -0.411 -2.351
H: 3.013 -1.074 -0.578
H: 2.709 -3.078 2.183
H: 1.270 -3.058 2.788
O: 1.819 -3.397 2.102
H: 0.954 -3.405 -2.718
H: -0.505 -2.882 -3.279
O: -0.049 -3.550 -2.791
H: 0.031 3.995 3.474
H: -1.070 3.316 2.693
O: -0.496 3.217 3.498
H: -3.432 -0.803 1.794
H: -3.970 0.301 2.592
O: -4.128 -0.174 1.622
H: -2.599 2.056 1.138
H: -2.283 3.466 0.744
O: -2.138 2.900 1.499
H: 0.379 -1.214 -0.157
H: 0.366 -2.377 0.809
O: 0.000 -1.487 0.659
H: -0.828 -1.283 4.427
H: -0.561 -1.454 2.998
O: -0.065 -1.626 3.818
H: -2.509 -2.561 -1.138
H: -1.641 -3.673 -1.840
O: -2.307 -3.005 -2.031
H: -0.790 0.037 1.594
H: -1.052 1.031 2.822
O: -1.376 0.359 2.334